{"formula": "C38H46N10ORuSSi4Te", "method": "ωB97M-V/def2-TZVPD", "elements": ["Ru", "C", "C", "N", "C", "C", "N", "C", "C", "C", "C", "C", "N", "C", "C", "N", "C", "C", "N", "C", "C", "C", "N", "C", "C", "H", "H", "H", "H", "H", "H", "H", "H", "H", "H", "H", "H", "S", "C", "N", "C", "C", "C", "C", "C", "C", "H", "H", "H", "H", "H", "C", "Si", "C", "C", "Si", "Te", "Si", "C", "C", "C", "Si", "C", "C", "C", "H", "H", "H", "H", "H", "H", "H", "H", "H", "H", "H", "H", "H", "H", "H", "H", "H", "H", "H", "H", "H", "H", "H", "H", "H", "H", "H", "N", "C", "O", "C", "C", "N", "C", "N", "H", "H"], "positions_angstrom": [[-0.7753, -0.4780, 0.2392], [0.5120, -2.4117, -3.4345], [-0.2190, -1.4872, -2.5887], [0.0746, -1.5054, -1.2369], [1.2337, -2.1609, -0.8757], [1.9578, -2.8884, -1.7638], [1.5644, -3.0686, -3.0715], [1.5691, -2.0613, 0.5548], [2.5975, -2.7027, 1.2292], [2.7484, -2.5320, 2.5989], [1.8528, -1.6848, 3.2575], [0.8622, -1.0533, 2.5410], [0.7230, -1.2705, 1.2263], [-0.0917, -0.0456, 3.0494], [-0.0931, 0.4262, 4.3532], [-0.9092, 1.3876, 4.7662], [-1.7282, 1.8986, 3.8521], [-1.7643, 1.4398, 2.5429], [-0.9546, 0.4615, 2.1416], [3.8409, -3.2208, 3.3446], [4.8233, -3.9628, 2.6951], [5.8182, -4.5828, 3.4322], [5.9110, -4.5224, 4.7582], [4.9727, -3.8133, 5.3801], [3.9388, -3.1586, 4.7318], [0.1858, -2.5243, -4.4637], [-1.2712, -1.3407, -2.7985], [2.8594, -3.3981, -1.4554], [3.2671, -3.3343, 0.6684], [1.9451, -1.4862, 4.3131], [0.5917, 0.0156, 5.0835], [-2.3844, 2.7006, 4.1647], [-2.4359, 1.8683, 1.8098], [4.8425, -4.0650, 1.6204], [6.5846, -5.1581, 2.9249], [5.0490, -3.7629, 6.4604], [3.2212, -2.6151, 5.3281], [-2.6677, 0.2737, -1.1505], [-3.0957, 1.7790, -0.5626], [-3.3807, 2.8235, -0.1417], [-3.7567, -4.0843, 1.5724], [-4.0000, -2.7715, 1.9555], [-3.1250, -1.7593, 1.5904], [-1.9751, -2.0111, 0.8274], [-1.7466, -3.3427, 0.4677], [-2.6216, -4.3627, 0.8293], [-4.4441, -4.8748, 1.8468], [-4.8840, -2.5312, 2.5350], [-3.3636, -0.7443, 1.8884], [-0.8657, -3.6034, -0.1084], [-2.4113, -5.3803, 0.5201], [0.0994, -0.6888, -9.0232], [0.8467, -0.4056, -7.3161], [1.6332, -2.0063, -6.7404], [2.1808, 0.9061, -7.4827], [-0.7185, 0.3563, -5.7559], [0.5109, 0.6304, -3.5889], [-1.3491, 2.5654, -6.2070], [0.0600, 3.7170, -5.7490], [-1.7414, 2.8857, -8.0211], [-2.8333, 2.9932, -5.1429], [-2.6574, -0.9540, -5.8041], [-3.8360, -0.5245, -4.4066], [-2.3961, -2.8200, -5.7780], [-3.4981, -0.5812, -7.4461], [0.8810, -0.9508, -9.7414], [-0.4092, 0.2060, -9.3889], [-0.6269, -1.5043, -9.0119], [2.4952, -2.2583, -7.3631], [0.9303, -2.8417, -6.7846], [1.9764, -1.9215, -5.7072], [3.0315, 0.5346, -8.0595], [2.5445, 1.2080, -6.4979], [1.7928, 1.7956, -7.9847], [0.9637, 3.4951, -6.3199], [0.3070, 3.6211, -4.6898], [-0.2204, 4.7562, -5.9399], [-0.8585, 2.7156, -8.6420], [-2.0464, 3.9274, -8.1515], [-2.5411, 2.2514, -8.4042], [-2.7024, 2.5932, -4.1338], [-3.7588, 2.5803, -5.5501], [-2.9521, 4.0763, -5.0601], [-3.3073, -0.3733, -3.4628], [-4.5608, -1.3291, -4.2576], [-4.3847, 0.3961, -4.6104], [-2.2870, -3.2063, -4.7628], [-1.5208, -3.1366, -6.3496], [-3.2750, -3.2943, -6.2224], [-3.7044, 0.4818, -7.5726], [-4.4491, -1.1176, -7.5039], [-2.8776, -0.9017, -8.2856], [-0.1827, 3.4665, 0.0020], [0.5964, 2.3714, 0.2118], [0.3503, 1.3208, -0.4414], [1.6713, 2.4716, 1.1419], [1.7968, 3.6104, 1.9714], [1.8389, 4.5438, 2.6525], [2.6278, 1.4385, 1.2366], [3.4098, 0.5905, 1.3159], [-1.1038, 3.2875, -0.3729], [-0.1018, 4.2471, 0.6343]], "forces_ev_per_a": [[0.00, 0.13, -0.57], [0.09, -0.13, 0.01], [0.13, 0.27, -0.12], [-0.22, 0.08, 0.26], [0.13, 0.05, 0.21], [-0.04, -0.03, -0.05], [-0.07, 0.03, 0.03], [-0.13, -0.01, -0.08], [-0.03, 0.00, 0.00], [0.03, -0.02, 0.01], [0.06, 0.05, 0.02], [-0.12, 0.15, -0.07], [0.23, -0.10, 0.08], [0.10, -0.09, -0.11], [-0.06, 0.07, 0.00], [-0.02, -0.02, -0.08], [0.06, -0.03, 0.04], [0.07, 0.04, 0.05], [-0.18, -0.10, 0.05], [-0.07, 0.06, -0.05], [0.05, -0.01, -0.03], [-0.01, 0.01, 0.03], [-0.02, 0.01, 0.00], [0.03, -0.02, -0.03], [-0.02, -0.02, 0.04], [-0.12, -0.02, 0.04], [0.01, 0.03, -0.13], [0.02, -0.01, -0.05], [0.00, -0.02, 0.00], [0.02, 0.00, 0.00], [0.00, 0.02, 0.03], [0.00, 0.00, -0.01], [-0.02, -0.03, -0.02], [0.01, 0.02, 0.00], [0.00, 0.00, -0.01], [-0.01, 0.00, 0.01], [0.00, 0.00, 0.01], [0.07, 0.03, 0.43], [0.09, -0.13, -0.08], [0.01, 0.10, 0.04], [-0.02, 0.02, 0.01], [0.00, -0.03, 0.01], [0.05, -0.03, -0.01], [-0.08, 0.08, 0.09], [0.07, -0.03, 0.07], [0.04, 0.01, -0.01], [0.00, -0.01, 0.01], [-0.01, 0.01, 0.00], [-0.02, 0.00, -0.04], [-0.03, -0.01, -0.04], [0.01, -0.01, 0.00], [-0.04, -0.02, -0.02], [-0.04, 0.07, -0.06], [0.03, -0.04, 0.08], [0.04, 0.04, 0.04], [0.18, -0.09, -0.11], [-0.18, -0.16, 0.02], [0.01, 0.10, 0.05], [0.08, -0.03, 0.04], [0.01, -0.06, -0.05], [-0.04, -0.02, 0.04], [-0.30, 0.02, 0.20], [0.11, -0.04, -0.06], [0.20, -0.01, 0.02], [0.05, 0.00, -0.10], [0.01, 0.00, -0.01], [-0.01, 0.01, -0.01], [-0.01, -0.01, 0.01], [0.00, -0.01, -0.02], [-0.01, -0.01, -0.03], [0.08, 0.01, -0.04], [0.00, -0.01, -0.02], [0.02, -0.01, 0.00], [0.00, 0.01, -0.01], [0.00, 0.01, -0.02], [-0.01, 0.03, 0.02], [-0.01, 0.01, -0.01], [0.01, 0.01, -0.01], [0.00, 0.02, -0.01], [-0.03, -0.02, 0.00], [-0.01, 0.02, 0.01], [0.00, -0.01, 0.00], [-0.02, 0.01, -0.02], [-0.10, -0.02, -0.15], [-0.03, -0.01, -0.03], [0.00, 0.03, -0.01], [0.01, 0.02, 0.03], [-0.02, 0.00, -0.04], [-0.02, -0.02, 0.02], [-0.02, 0.03, 0.03], [0.00, -0.02, 0.01], [-0.01, 0.01, -0.04], [-0.10, -0.12, 0.17], [0.07, 0.08, 0.10], [-0.01, -0.11, 0.11], [-0.01, 0.06, 0.02], [0.01, -0.13, -0.03], [-0.01, 0.07, -0.01], [-0.06, -0.02, -0.05], [0.01, -0.05, 0.04], [-0.02, 0.05, -0.08], [0.06, 0.00, -0.04]], "lowdin_spin": [0.677, 0.064, -0.022, 0.029, -0.036, 0.088, -0.040, -0.012, -0.006, -0.009, -0.011, -0.006, -0.018, 0.003, -0.001, 0.003, -0.002, 0.003, -0.002, 0.000, -0.001, 0.000, -0.002, 0.000, -0.001, 0.002, 0.004, 0.006, 0.000, -0.001, 0.000, 0.000, 0.000, 0.000, 0.000, 0.000, 0.000, 0.001, 0.000, 0.000, 0.000, -0.001, 0.002, 0.001, 0.002, 0.000, 0.000, 0.000, 0.000, -0.001, 0.000, 0.000, 0.000, 0.000, 0.001, 0.019, 0.218, 0.008, 0.008, 0.002, 0.000, 0.002, 0.000, 0.001, 0.000, 0.000, 0.000, 0.000, 0.000, 0.000, 0.000, 0.000, 0.001, 0.000, 0.000, 0.008, 0.000, 0.000, 0.000, 0.000, 0.000, 0.000, 0.000, 0.000, 0.000, 0.000, 0.000, 0.000, 0.000, 0.000, 0.000, 0.000, 0.001, 0.002, 0.014, 0.002, 0.000, 0.001, 0.000, 0.001, 0.000, 0.000], "fmax_ev_per_a": 0.58, "de_lowest_kj_mol": 0.0, "multiplicity": 2, "e_tot_ev": -109328.73212, "charge": -1}